[1]
{"formula": "C27H20F12N5O8PPrS2", "method": "ωB97M-V with the def2-TZVPD basis set", "total_charge": -2, "multiplicity": 4, "homo_lumo_gap_ev": [7.58, 5.41], "homo_ev": [-3.33, -3.32], "species": ["Pr", "N", "C", "S", "N", "N", "C", "C", "C", "C", "C", "C", "C", "O", "H", "H", "H", "H", "H", "H", "H", "N", "C", "H", "C", "C", "O", "C", "F", "F", "F", "C", "F", "F", "F", "H", "H", "H", "F", "P", "F", "F", "F", "F", "F", "O", "S", "O", "N", "C", "O", "C", "C", "C", "C", "C", "C", "H", "H", "H", "H", "O", "C", "C", "C", "C", "C", "C", "C", "O", "O", "H", "H", "H", "H", "H"], "xyz": [[0.66, -0.14, 0.93], [4.75, -1.95, 1.91], [3.62, -1.90, 1.14], [3.66, -0.95, -0.28], [2.66, -2.75, 1.40], [1.48, -2.60, 0.77], [0.77, -3.68, 0.66], [-0.49, -3.76, 0.02], [-1.21, -4.97, 0.02], [-2.44, -5.08, -0.58], [-3.00, -3.97, -1.22], [-2.35, -2.77, -1.25], [-1.07, -2.60, -0.62], [-0.49, -1.48, -0.65], [5.34, -1.14, 1.81], [4.59, -2.24, 2.86], [1.19, -4.61, 1.07], [-0.78, -5.82, 0.54], [-2.98, -6.02, -0.57], [-3.98, -4.05, -1.68], [-2.78, -1.89, -1.71], [-0.80, 2.70, 2.42], [-0.77, 1.91, 1.47], [-1.60, 3.32, 2.54], [2.55, 2.32, 3.04], [2.53, 0.84, 3.50], [2.37, -0.06, 2.53], [1.37, 0.66, 4.53], [0.22, 0.57, 3.85], [1.49, -0.45, 5.27], [1.21, 1.67, 5.42], [3.86, 0.58, 4.29], [4.95, 0.94, 3.59], [3.94, 1.27, 5.45], [4.06, -0.70, 4.62], [1.58, 2.54, 2.58], [3.33, 2.44, 2.29], [2.72, 2.98, 3.88], [-1.08, -0.99, 2.03], [-2.05, -1.99, 3.00], [-0.92, -3.13, 2.83], [-1.29, -1.45, 4.31], [-3.11, -0.77, 3.11], [-2.79, -2.50, 1.66], [-2.99, -2.96, 3.89], [3.51, 4.12, -3.65], [2.19, 3.71, -3.19], [1.14, 4.65, -3.53], [2.18, 3.33, -1.61], [1.91, 2.06, -1.41], [1.83, 1.51, -0.29], [1.69, 1.28, -2.69], [1.41, -0.08, -2.80], [1.26, -0.60, -4.08], [1.39, 0.20, -5.21], [1.66, 1.56, -5.08], [1.81, 2.06, -3.81], [1.30, -0.70, -1.92], [1.05, -1.65, -4.20], [1.28, -0.23, -6.19], [1.76, 2.20, -5.95], [-1.80, 1.55, -3.53], [-2.93, 1.90, -2.91], [-4.02, 2.31, -3.68], [-5.23, 2.60, -3.10], [-5.38, 2.52, -1.72], [-4.30, 2.19, -0.93], [-3.07, 1.89, -1.51], [-1.88, 1.62, -0.66], [-2.00, 2.02, 0.57], [-0.85, 1.12, -1.14], [-1.15, 1.28, -2.84], [-3.89, 2.39, -4.75], [-6.07, 2.90, -3.72], [-6.34, 2.73, -1.27], [-4.39, 2.15, 0.14]]}

***

[2]
{"formula": "C8H19ClI2MoO2P", "method": "ωB97M-V with the def2-TZVPD basis set", "total_charge": 3, "multiplicity": 3, "homo_lumo_gap_ev": [6.02, 4.88], "homo_ev": [-21.02, -20.20], "species": ["I", "I", "Mo", "P", "C", "C", "H", "H", "H", "C", "H", "H", "H", "H", "H", "H", "C", "O", "Cl", "C", "C", "O", "C", "C", "H", "H", "H", "H", "H", "H", "H", "H", "H", "H"], "xyz": [[-1.22, -2.41, -0.56], [-0.97, 2.50, -0.53], [0.57, -0.12, 0.19], [0.30, -0.03, -2.37], [-1.38, -0.04, -3.10], [1.13, 1.38, -3.16], [2.13, -1.57, -2.66], [1.21, -1.31, -4.18], [0.55, -2.39, -2.90], [1.13, -1.48, -3.10], [2.14, 1.47, -2.73], [1.19, 1.17, -4.24], [-1.28, -0.02, -4.19], [-1.94, 0.85, -2.77], [0.56, 2.29, -2.97], [-1.93, -0.94, -2.79], [-1.99, -0.03, 0.14], [-3.15, 0.07, 0.03], [2.93, 0.12, -0.30], [-1.90, 1.40, 2.98], [-0.42, 1.09, 3.16], [0.04, 0.10, 2.22], [1.11, -0.80, 2.62], [2.27, -0.04, 3.24], [-2.05, 2.02, 2.10], [-2.24, 1.94, 3.87], [-2.47, 0.48, 2.87], [0.20, 1.98, 2.99], [-0.23, 0.70, 4.18], [0.65, -1.51, 3.32], [1.45, -1.37, 1.69], [1.99, 0.44, 4.17], [3.07, -0.75, 3.45], [2.69, 0.69, 2.55]]}

***

[3]
{"formula": "C4H7FO2", "method": "ωB97M-V with the def2-TZVPD basis set", "smiles": "OCC(=CF)CO", "homo_lumo_gap_ev": 10.40, "homo_ev": -9.60, "e_above_lowest_kcal_mol": 37.64, "species": ["O", "C", "C", "C", "F", "C", "O", "H", "H", "H", "H", "H", "H", "H"], "xyz": [[-0.14, -1.14, -1.83], [0.64, -0.97, -0.68], [-0.08, 0.02, 0.20], [-0.40, -0.21, 1.48], [-0.06, -1.29, 2.16], [-0.54, 1.32, -0.48], [0.51, 2.26, -0.49], [0.31, -1.76, -2.40], [0.66, -1.89, -0.13], [1.71, -0.67, -0.93], [-0.94, 0.53, 2.12], [-0.84, 1.02, -1.48], [-1.35, 1.66, 0.11], [0.43, 2.84, -1.25]]}

***

[4]
{"formula": "C5H8N2", "method": "ωB97M-V with the def2-TZVPD basis set", "homo_lumo_gap_ev": 8.90, "homo_ev": -8.25, "e_above_lowest_kcal_mol": 95.57, "species": ["C", "C", "C", "N", "C", "N", "C", "H", "H", "H", "H", "H", "H", "H", "H"], "xyz": [[-2.11, -0.33, -0.19], [-0.69, -0.03, 0.20], [0.07, 1.11, -0.29], [1.17, 1.23, 0.62], [1.43, -0.14, 0.73], [2.26, -0.43, -0.29], [0.17, -0.81, 0.91], [-2.43, -1.30, 0.18], [-2.79, 0.43, 0.20], [-2.21, -0.33, -1.28], [-0.42, 2.02, -0.64], [1.97, 1.69, 0.21], [2.31, -1.43, -0.47], [1.24, 0.17, -1.10], [0.03, -1.85, 1.21]]}

***

[5]
{"formula": "C2H7PS2", "method": "ωB97M-V with the def2-TZVPD basis set", "homo_lumo_gap_ev": [6.15, 6.78], "homo_ev": [-7.63, -7.81], "e_above_lowest_kcal_mol": 91.33, "species": ["C", "C", "P", "S", "S", "H", "H", "H", "H", "H", "H", "H"], "xyz": [[-0.35, -0.86, -0.03], [1.00, -0.45, 0.50], [-1.43, 0.59, -0.52], [2.40, -0.87, -0.40], [0.75, 2.31, 0.11], [-0.18, -1.46, -0.86], [-0.75, -1.43, 0.84], [1.06, 0.12, 1.53], [-2.54, -0.13, -1.19], [-0.75, 0.81, -1.77], [3.37, -0.04, 0.12], [1.29, 2.30, 1.33]]}